No. 1
{
  "formula": "C28H44BrN3P2Pd",
  "method": "wB97M-V/def2-TZVPD",
  "charge": 0,
  "homo_lumo_gap_ev": [6.27, 6.27],
  "elements": ["N", "C", "C", "C", "C", "C", "C", "Pd", "P", "C", "C", "C", "C", "C", "C", "C", "Br", "H", "H", "H", "H", "H", "H", "H", "H", "H", "H", "P", "C", "C", "H", "H", "H", "H", "H", "C", "C", "H", "H", "H", "H", "H", "C", "C", "H", "H", "H", "H", "H", "C", "C", "H", "H", "H", "H", "H", "C", "C", "H", "H", "H", "H", "H", "C", "C", "H", "H", "H", "H", "H", "N", "C", "C", "C", "N", "H", "H", "H", "H"],
  "coordinates": [[-5.2524, 3.3582, -2.7822], [-5.1902, 3.6185, -1.4685], [-4.3283, 2.9350, -0.5914], [-3.4612, 1.9395, -1.1086], [-3.7336, 1.5178, -2.4371], [-4.5689, 2.3080, -3.2456], [-2.1997, 1.5671, -0.4269], [-1.0102, 0.0668, 0.4174], [3.3318, -0.4033, 0.7639], [-1.0857, 1.0917, -1.2266], [0.1041, 1.9646, -1.4635], [0.8291, 1.7174, -2.6399], [2.0201, 2.4058, -2.8608], [2.5020, 3.2998, -1.8803], [1.6523, 3.6816, -0.8230], [0.4789, 2.9596, -0.5619], [4.2378, 3.9027, -1.9765], [-2.0112, 2.1111, 0.5058], [-1.3192, 0.4205, -2.0630], [-4.2953, 3.2623, 0.4488], [-3.2387, 0.6658, -2.8914], [-5.8452, 4.4282, -1.1182], [-4.6759, 2.0901, -4.3130], [0.4415, 0.9732, -3.3398], [-0.1323, 3.1446, 0.3268], [2.5284, 2.2552, -3.8092], [1.9300, 4.4954, -0.1553], [-1.1158, -2.1434, -0.2406], [4.2143, 1.1943, 0.9727], [5.6906, 1.2004, 0.5776], [4.1353, 1.4391, 2.0393], [3.6706, 1.9641, 0.4083], [6.1322, 2.1691, 0.8403], [6.2482, 0.4169, 1.1019], [5.8482, 1.0688, -0.4957], [2.9489, -0.3031, -1.0169], [4.0329, -0.9915, -1.8567], [2.7884, 0.7426, -1.3010], [1.9975, -0.8252, -1.1514], [3.6959, -1.1032, -2.8948], [4.9753, -0.4301, -1.8650], [4.2350, -1.9940, -1.4553], [2.0141, -0.3100, 2.0143], [2.4196, -1.0164, 3.3182], [1.1115, -0.7728, 1.5708], [1.8036, 0.7573, 2.1794], [1.5519, -1.5398, 3.7452], [3.2227, -1.7491, 3.1253], [2.7697, -0.2792, 4.0562], [-0.5936, -3.3081, 1.0519], [-1.5585, -4.3571, 1.5873], [-0.2554, -2.6725, 1.8800], [0.3096, -3.7908, 0.6561], [-2.4464, -3.9113, 2.0452], [-1.8736, -5.0648, 0.8169], [-1.0338, -4.9266, 2.3633], [0.0943, -2.3619, -1.5900], [-0.5409, -2.8814, -2.8708], [0.9027, -3.0238, -1.2344], [0.5557, -1.3823, -1.7915], [-1.1381, -3.7790, -2.6834], [-1.1904, -2.1209, -3.3196], [0.2249, -3.1266, -3.6142], [-2.7874, -2.6552, -0.7855], [-3.9578, -2.2400, 0.1101], [-2.7620, -3.7552, -0.8906], [-2.9459, -2.2278, -1.7916], [-4.8965, -2.5364, -0.3782], [-3.9515, -2.7211, 1.0926], [-3.9964, -1.1546, 0.2532], [-1.5016, -0.4637, 3.5997], [-1.1550, -0.0152, 4.8282], [-0.4950, 1.1958, 4.6350], [-0.4826, 1.4009, 3.2454], [-1.0916, 0.3854, 2.6039], [-2.0554, -1.2975, 3.4020], [-1.3785, -0.5596, 5.7353], [-0.0576, 1.8342, 5.3773], [-0.0403, 2.2451, 2.7142]]
}

---

No. 2
{
  "formula": "C28H44F3N3O5",
  "method": "wB97M-V/def2-TZVPD",
  "charge": 0,
  "homo_lumo_gap_ev": 4.46,
  "elements": ["C", "C", "C", "N", "C", "N", "C", "C", "O", "C", "F", "F", "F", "N", "C", "C", "C", "C", "C", "C", "C", "C", "C", "C", "C", "O", "C", "C", "C", "C", "C", "C", "C", "C", "C", "H", "H", "H", "H", "H", "H", "H", "H", "H", "H", "H", "H", "H", "H", "H", "H", "H", "H", "H", "H", "H", "H", "H", "H", "H", "H", "H", "H", "H", "H", "H", "H", "H", "H", "H", "H", "H", "H", "H", "H", "H", "H", "H", "C", "O", "O", "O", "H"],
  "coordinates": [[2.1257, -2.1714, 3.5436], [2.4231, -1.2507, 2.6629], [2.7842, -0.0026, 1.7166], [2.9788, -0.4327, 0.2578], [2.7545, 0.7050, -0.6298], [3.2517, 2.0598, -0.2386], [4.7310, 2.0731, -0.0104], [5.6296, 2.2609, -1.3372], [6.5473, 3.3759, -1.0821], [6.5793, 0.9843, -1.6779], [7.3104, 0.4953, -0.5349], [7.5779, 1.4100, -2.6418], [5.8043, -0.0452, -2.3345], [2.1537, 0.6390, -1.8399], [1.6594, -0.6656, -2.3804], [0.3348, -1.2447, -1.6623], [-0.9858, -0.5674, -2.3008], [-2.2442, -1.5609, -2.4599], [-3.5819, -0.6037, -2.5031], [-4.5530, -0.8238, -1.2350], [-3.8509, -0.3031, 0.1574], [-3.3062, -1.6207, 0.9548], [-1.7881, -1.2512, 1.4439], [-0.9374, -2.6128, 1.6247], [-0.9696, -3.1904, 3.1618], [-0.7599, -2.1468, 4.1544], [-1.9381, -2.0036, 5.0262], [1.9859, 1.8696, -2.6896], [0.7489, 2.8110, -2.2868], [0.8010, 3.9418, -1.1547], [-0.4602, 4.8473, -0.7845], [-1.8392, 4.7191, -1.5321], [-3.0579, 5.6717, -1.1082], [-1.9047, 3.6194, -2.6914], [-0.6601, 2.7110, -3.0429], [1.8912, -2.7909, 4.4947], [1.8350, 0.6776, 1.6953], [3.7007, 0.6007, 2.0746], [2.2873, -1.1926, 0.1450], [2.7124, 2.4537, 0.5474], [4.9821, 2.9330, 0.7308], [5.1078, 1.1011, 0.5110], [5.0210, 2.5183, -2.2763], [7.0948, 3.0644, -0.3140], [1.4499, -0.6583, -3.5180], [2.5078, -1.4473, -2.2065], [0.2913, -2.3849, -1.8899], [0.3226, -1.1457, -0.5171], [-1.2341, 0.3560, -1.6334], [-0.6818, -0.1416, -3.3325], [-2.1871, -2.0751, -3.4937], [-2.2675, -2.3160, -1.5923], [-4.1434, -0.7016, -3.5116], [-3.2282, 0.5058, -2.4584], [-4.8733, -1.9290, -1.1921], [-5.4774, -0.1416, -1.3863], [-4.6181, 0.2806, 0.8150], [-3.0162, 0.4475, -0.0921], [-3.3173, -2.5266, 0.2429], [-4.0240, -1.8446, 1.8279], [-1.2768, -0.5424, 0.6914], [-1.9130, -0.6449, 2.4275], [-1.4690, -3.4339, 0.9897], [0.1454, -2.5541, 1.2064], [-0.1056, -3.9572, 3.2859], [-1.9928, -3.7084, 3.2793], [-1.7160, -1.2845, 5.9111], [-2.8000, -1.5681, 4.3836], [-2.2126, -3.0583, 5.4217], [1.7703, 1.4829, -3.7688], [2.9213, 2.5266, -2.7763], [1.7551, 4.1487, -0.5574], [-0.3948, 5.6426, 0.0520], [-3.5825, 5.2034, -0.1853], [-2.7206, 6.7383, -0.7886], [-3.8741, 5.7869, -1.9335], [-2.9171, 3.5232, -3.2361], [-0.8002, 1.9609, -3.8970], [-2.8704, -5.9177, 4.2784], [-1.7304, -5.9169, 3.7384], [-3.2160, -7.1576, 4.6970], [-3.6845, -4.9923, 4.4738], [-2.3751, -7.5388, 4.3772]]
}

---

No. 3
{
  "formula": "C28H44N3S2",
  "method": "wB97M-V/def2-TZVPD",
  "charge": 1,
  "homo_lumo_gap_ev": 7.44,
  "elements": ["C", "N", "C", "C", "C", "C", "C", "C", "C", "N", "C", "C", "S", "C", "C", "C", "C", "C", "C", "C", "S", "C", "C", "H", "H", "H", "H", "H", "H", "H", "H", "H", "H", "H", "H", "H", "H", "H", "H", "H", "H", "H", "H", "H", "H", "H", "H", "C", "C", "C", "N", "C", "C", "C", "C", "C", "C", "H", "H", "H", "H", "H", "H", "H", "H", "H", "H", "H", "H", "H", "H", "H", "H", "H", "H", "H", "H"],
  "coordinates": [[0.4309, 0.6695, 3.0775], [0.8244, 0.6360, 1.6459], [1.6525, 1.7846, 1.2414], [1.9701, 2.9926, 2.2031], [2.8181, 4.2298, 1.7294], [3.3835, 4.3499, 0.2688], [4.1857, 5.6757, -0.1020], [4.9713, 5.5823, -1.5282], [6.2951, 4.6972, -1.2742], [6.3855, 3.6259, -2.3165], [3.0991, 3.1535, -0.6706], [2.2655, 1.9409, -0.2027], [1.9243, 0.5446, -1.3654], [1.9619, -0.9313, -0.2162], [2.5359, -2.2849, -0.6813], [2.5226, -3.5332, 0.2569], [1.9014, -3.3305, 1.6682], [1.8019, -4.5845, 2.6839], [0.9106, -5.8032, 2.0825], [-0.2061, -5.3321, 1.0338], [-1.6905, -6.4996, 1.1581], [1.3567, -1.9338, 2.1545], [1.3650, -0.6626, 1.2216], [1.3752, 0.5351, 3.7378], [-0.0732, 1.6484, 3.3999], [-0.3153, -0.1691, 3.3355], [1.6077, 3.0419, 3.2809], [3.0250, 5.1157, 2.4352], [3.3857, 6.5002, -0.2629], [4.8696, 6.0704, 0.7255], [4.2842, 5.1920, -2.3524], [5.2315, 6.6741, -1.8133], [7.2080, 5.3771, -1.2053], [6.1886, 4.1635, -0.2527], [5.7886, 2.8414, -1.9866], [5.9937, 4.0196, -3.1890], [3.5222, 3.1888, -1.7407], [2.9909, -2.4423, -1.7214], [2.9398, -4.5631, -0.0485], [1.1906, -4.1839, 3.5821], [2.8155, -4.9401, 3.0646], [1.5566, -6.6746, 1.6904], [0.3394, -6.2336, 2.9937], [-0.6262, -4.2880, 1.2170], [0.1857, -5.4802, -0.0429], [-2.8027, -5.7966, 0.6594], [0.9302, -1.9319, 3.2147], [-1.2517, -2.1816, -0.6903], [-2.0660, -1.7143, 0.5063], [-3.5506, -1.4366, 0.2790], [-3.9109, -0.3174, -0.7188], [-5.3611, 0.0887, -0.3946], [-5.9530, 1.0436, -1.4210], [-5.8689, 0.4783, -2.8277], [-4.4380, 0.1033, -3.1682], [-3.8462, -0.8577, -2.1484], [-2.9980, 0.8752, -0.5228], [-1.0222, -1.3590, -1.3700], [-0.2925, -2.5797, -0.3495], [-1.7675, -2.9735, -1.2413], [-1.5793, -0.8469, 0.9631], [-2.0118, -2.5046, 1.2638], [-3.9820, -1.1366, 1.2400], [-4.0731, -2.3404, -0.0480], [-5.9464, -0.8357, -0.3579], [-5.3576, 0.5439, 0.5999], [-7.0006, 1.2341, -1.1688], [-5.4529, 2.0159, -1.3793], [-6.2464, 1.2086, -3.5482], [-6.5101, -0.4073, -2.9061], [-3.8227, 1.0056, -3.2448], [-4.4136, -0.3682, -4.1549], [-2.8057, -1.0523, -2.3945], [-4.3979, -1.8023, -2.1595], [-1.9847, 0.6020, -0.8168], [-3.0308, 1.1598, 0.5315], [-3.3344, 1.7032, -1.1420]]
}